Below is C3H3F3 in the gas phase, with properties calculated with ωB97M-V/def2-TZVPD.

For the relative energy (zero: lowest compared OMol25 entry of this formula, charge and spin), the calculation gives 376.4 kJ/mol. The gap between HOMO and LUMO (spin up / spin down) is 8.79 / 8.63 eV. As for the highest occupied orbital energy (spin up / spin down): -8.844 / -8.790 eV. The value obtained for the LUMO energy (spin up / spin down) is -0.05 / -0.16 eV. The max |F| comes out at 0.102 hartree/bohr. The calculated total energy comes out at -11307.657 eV.

Element x y z (Å)
1 C 0.149 -0.057 0.028
2 C 1.451 -0.678 -0.352
3 F 1.539 -2.022 -0.322
4 C 2.884 0.134 0.398
5 F 4.058 -0.449 0.071
6 F 2.964 1.430 0.258
7 H 0.328 0.422 0.947
8 H -0.524 -0.857 0.020
9 H 0.208 0.719 -0.740

Atoms 1-3, force components in eV/Å:
C 2.951 0.221 -1.515
C 4.547 1.370 2.265
F -0.110 0.890 0.125

---

Below is 2 unconnected molecules or ions with the total composition C3H3F3, with properties calculated with ωB97M-V/def2-TZVPD.

For the relative energy (zero: lowest compared OMol25 entry of this formula, charge and spin), the calculation gives 411.5 kJ/mol. The gap between HOMO and LUMO (spin up / spin down) is 9.23 / 9.23 eV. As for the highest occupied orbital energy (spin up / spin down): -10.968 / -10.968 eV. The value obtained for the LUMO energy (spin up / spin down) is -1.74 / -1.74 eV. The max |F| comes out at 0.094 hartree/bohr. The calculated total energy comes out at -11307.293 eV.

Element x y z (Å)
1 C 0.716 1.268 0.567
2 C 1.658 2.157 0.581
3 C -0.081 0.177 0.081
4 F -0.949 2.269 1.424
5 F 1.644 3.342 1.121
6 F 2.881 1.890 -0.018
7 H -0.279 0.512 -1.035
8 H -0.943 0.135 0.677
9 H 0.626 -0.772 0.110

Atoms 1-3, force components in eV/Å:
C -3.776 1.858 1.946
C 2.517 0.787 -0.626
C 3.301 -0.712 -3.481

---

Below is 2 unconnected molecules or ions with the total composition C3H3F3, with properties calculated with ωB97M-V/def2-TZVPD.

For the relative energy (zero: lowest compared OMol25 entry of this formula, charge and spin), the calculation gives 140.5 kJ/mol. The multiplicity is 3. The gap between HOMO and LUMO (spin up / spin down) is 10.15 / 5.78 eV. As for the highest occupied orbital energy (spin up / spin down): -9.388 / -9.662 eV. The value obtained for the LUMO energy (spin up / spin down) is 0.76 / -3.89 eV. The max |F| comes out at 0.067 hartree/bohr. The calculated total energy comes out at -11305.420 eV.

Element x y z (Å)
1 C 0.196 0.042 0.098
2 C 1.373 0.506 0.014
3 C -1.240 0.075 -0.022
4 F 0.470 -2.391 -0.406
5 F 2.442 -0.158 0.349
6 F 1.711 1.721 -0.113
7 H -1.684 -0.440 0.864
8 H -1.630 -0.466 -0.923
9 H -1.638 1.111 0.139

Atoms 1-3, force components in eV/Å:
C -2.633 -1.636 -0.613
C 1.085 -0.999 1.460
C -1.129 -0.008 0.874

---

Below is C3H3F4NO3 in the gas phase, with properties calculated with ωB97M-V/def2-TZVPD.

For the relative energy (zero: lowest compared OMol25 entry of this formula, charge and spin), the calculation gives 83.0 kJ/mol. The gap between HOMO and LUMO is 10.04 eV. As for the highest occupied orbital energy: -9.737 eV. The value obtained for the LUMO energy is 0.30 eV. The max |F| comes out at 0.065 hartree/bohr. The calculated total energy comes out at -21658.085 eV.

Element x y z (Å)
1 O -2.691 1.322 1.822
2 N -1.723 1.113 1.110
3 O -0.824 2.159 0.945
4 C -1.466 0.056 0.410
5 F -2.296 -0.979 0.560
6 C -0.216 -0.214 -0.504
7 O 1.043 -0.891 0.022
8 C 2.162 -1.251 -0.727
9 F 1.894 -2.162 -1.662
10 F 3.058 -1.736 0.102
11 F 2.699 -0.201 -1.367
12 H -1.158 2.895 1.492
13 H 0.104 0.753 -0.900
14 H -0.585 -0.863 -1.304

Atoms 1-3, force components in eV/Å:
O -0.658 0.049 0.531
N 0.113 0.381 -0.286
O 0.739 0.078 -0.339

---

Below is C3H3F6N in the gas phase, with properties calculated with ωB97M-V/def2-TZVPD.

For the relative energy (zero: lowest compared OMol25 entry of this formula, charge and spin), the calculation gives 20.9 kJ/mol. The gap between HOMO and LUMO is 11.33 eV. As for the highest occupied orbital energy: -10.559 eV. The value obtained for the LUMO energy is 0.78 eV. The max |F| comes out at 0.102 hartree/bohr. The calculated total energy comes out at -20954.827 eV.

Element x y z (Å)
1 N -0.963 -1.005 -0.689
2 C 0.261 -0.408 -0.275
3 C 0.298 1.104 -0.731
4 F 0.274 1.290 -2.002
5 F 1.248 1.878 -0.219
6 F -0.979 1.536 -0.308
7 C 0.326 -0.451 1.273
8 F 1.694 -0.213 1.594
9 F -0.434 0.327 1.979
10 F 0.142 -1.717 1.715
11 H -1.824 -0.716 -0.118
12 H -1.158 -0.769 -1.678
13 H 1.115 -0.857 -0.541

Atoms 1-3, force components in eV/Å:
N -1.955 -0.236 -0.596
C -3.156 3.495 2.277
C -2.299 -0.549 2.496

---

Below is C3H3FN2 in the gas phase, with properties calculated with ωB97M-V/def2-TZVPD.

For the relative energy (zero: lowest compared OMol25 entry of this formula, charge and spin), the calculation gives 88.3 kJ/mol. The gap between HOMO and LUMO is 12.43 eV. As for the highest occupied orbital energy: -11.764 eV. The value obtained for the LUMO energy is 0.66 eV. The max |F| comes out at 0.065 hartree/bohr. The calculated total energy comes out at -8856.163 eV.

Element x y z (Å)
1 H 0.023 2.323 1.326
2 N 0.314 1.841 0.468
3 C 0.120 0.639 0.547
4 F -0.380 0.036 1.688
5 C 0.404 -0.552 -0.501
6 C -0.850 -1.265 -0.768
7 N -1.814 -1.723 -1.197
8 H 0.955 -0.210 -1.411
9 H 1.228 -1.087 -0.152

Atoms 1-3, force components in eV/Å:
H 0.176 -0.088 -0.260
N 0.077 1.176 -0.202
C 0.038 -3.340 -0.390

---

Below is C3H3FN2 in the gas phase, with properties calculated with ωB97M-V/def2-TZVPD.

For the relative energy (zero: lowest compared OMol25 entry of this formula, charge and spin), the calculation gives 701.9 kJ/mol. The gap between HOMO and LUMO (spin up / spin down) is 7.39 / 7.69 eV. As for the highest occupied orbital energy (spin up / spin down): -7.743 / -8.067 eV. The value obtained for the LUMO energy (spin up / spin down) is -0.36 / -0.38 eV. The max |F| comes out at 0.076 hartree/bohr. The calculated total energy comes out at -8849.804 eV.

Element x y z (Å)
1 C -0.636 -0.961 0.163
2 C -1.851 -0.159 0.078
3 C -0.473 1.098 -0.085
4 N 0.236 -0.028 -0.139
5 N -3.108 -0.484 -0.128
6 F -4.093 0.498 0.021
7 H -0.380 -1.964 0.477
8 H -0.446 1.997 -0.839
9 H 1.304 -0.149 -0.165

Atoms 1-3, force components in eV/Å:
C -1.956 -2.510 -0.152
C -0.053 1.029 -0.574
C -2.837 2.497 -1.074

---

Below is C3H3FN2 in the gas phase, with properties calculated with ωB97M-V/def2-TZVPD.

For the relative energy (zero: lowest compared OMol25 entry of this formula, charge and spin), the calculation gives 188.0 kJ/mol. The gap between HOMO and LUMO is 10.52 eV. As for the highest occupied orbital energy: -10.700 eV. The value obtained for the LUMO energy is -0.18 eV. The max |F| comes out at 0.018 hartree/bohr. The calculated total energy comes out at -8855.130 eV.

Element x y z (Å)
1 F -0.828 -1.568 -0.740
2 C -0.132 -0.792 0.154
3 C -0.861 0.456 0.640
4 N -0.150 1.499 0.523
5 N 1.103 1.130 -0.116
6 C 1.090 -0.123 -0.370
7 H 0.112 -1.423 1.019
8 H -1.856 0.466 1.099
9 H 1.936 -0.583 -0.853

Atoms 1-3, force components in eV/Å:
F -0.037 0.004 -0.137
C -0.527 0.250 0.399
C -0.251 -0.489 0.039

---

Below is a molecular structure, C3H3FN2O, with properties calculated with ωB97M-V/def2-TZVPD.

For the relative energy (zero: lowest compared OMol25 entry of this formula, charge and spin), the calculation gives 281.5 kJ/mol. The gap between HOMO and LUMO is 9.02 eV. As for the highest occupied orbital energy: -8.204 eV. The value obtained for the LUMO energy is 0.82 eV. The max |F| comes out at 0.227 hartree/bohr. The calculated total energy comes out at -10901.971 eV.

Element x y z (Å)
1 C -0.058 0.410 -0.073
2 C -0.906 -0.619 -0.474
3 C 1.071 -1.213 0.365
4 H -1.203 2.004 0.392
5 H 0.527 2.535 -0.041
6 H -1.904 -0.706 -0.709
7 N -0.392 1.698 -0.046
8 N 1.178 -0.036 0.355
9 O -0.232 -1.745 -0.099
10 F 1.919 -2.327 0.328

Atoms 1-3, force components in eV/Å:
C -2.310 -0.943 -1.122
C 4.261 1.234 2.341
C -2.792 -11.059 -2.496

---

Below is C3H3FN2OS in the gas phase, with properties calculated with ωB97M-V/def2-TZVPD.

For the relative energy (zero: lowest compared OMol25 entry of this formula, charge and spin), the calculation gives 95.0 kJ/mol. The gap between HOMO and LUMO is 8.90 eV. As for the highest occupied orbital energy: -8.448 eV. The value obtained for the LUMO energy is 0.45 eV. The max |F| comes out at 0.081 hartree/bohr. The calculated total energy comes out at -21738.750 eV.

Element x y z (Å)
1 O -2.088 -1.635 -0.163
2 C -0.922 -0.872 -0.020
3 N 0.413 -1.354 0.065
4 C 1.076 -0.244 0.117
5 S 2.864 -0.311 -0.146
6 N 0.422 0.913 -0.031
7 C -0.907 0.452 0.006
8 F -1.894 1.339 -0.113
9 H -2.869 -1.133 0.120
10 H 3.197 1.002 0.233
11 H 0.709 1.843 -0.069

Atoms 1-3, force components in eV/Å:
O 1.483 0.046 0.330
C -0.875 -1.406 0.120
N -2.427 0.713 0.266

---

Below is a gas-phase ion, C3H3FNO2 (charge -1), with properties calculated with ωB97M-V/def2-TZVPD.

For the relative energy (zero: lowest compared OMol25 entry of this formula, charge and spin), the calculation gives 99.7 kJ/mol. Its net charge is -1. The gap between HOMO and LUMO is 8.30 eV. As for the highest occupied orbital energy: -4.174 eV. The value obtained for the LUMO energy is 4.13 eV. The max |F| comes out at 0.076 hartree/bohr. The calculated total energy comes out at -11461.661 eV.

Element x y z (Å)
1 O -2.471 0.858 -0.758
2 C -1.554 0.584 0.023
3 O -1.686 0.576 1.254
4 N -0.090 0.487 -0.772
5 C 0.882 0.040 0.042
6 C 1.002 -1.218 0.346
7 F 0.634 -2.104 -0.590
8 H 0.116 1.510 -1.003
9 H 1.194 0.813 0.709
10 H 1.972 -1.546 0.749

Atoms 1-3, force components in eV/Å:
O 0.856 -0.405 -1.135
C -2.048 1.717 -0.286
O 2.320 -0.950 -0.242

---

Below is a molecular structure, C3H3FNaO3, with properties calculated with ωB97M-V/def2-TZVPD.

For the relative energy (zero: lowest compared OMol25 entry of this formula, charge and spin), the calculation gives 52.1 kJ/mol. The multiplicity is 2. The gap between HOMO and LUMO (spin up / spin down) is 4.99 / 7.80 eV. As for the highest occupied orbital energy (spin up / spin down): -6.193 / -9.069 eV. The value obtained for the LUMO energy (spin up / spin down) is -1.20 / -1.27 eV. The max |F| comes out at 0.081 hartree/bohr. The calculated total energy comes out at -16434.387 eV.

Element x y z (Å)
1 H 0.857 2.022 -0.831
2 O -0.548 -1.060 2.371
3 O -0.057 -1.038 0.157
4 O 0.496 0.763 1.385
5 C 0.218 1.148 -0.716
6 C 0.584 -0.286 -0.884
7 C 0.044 -0.455 1.459
8 F -1.127 1.366 -0.929
9 H 0.193 -0.697 -1.824
10 H 1.668 -0.381 -0.736
11 Na -2.328 -1.382 0.549

Atoms 1-3, force components in eV/Å:
H -0.368 -0.357 0.058
O 0.279 -0.115 -1.262
O -0.462 -1.285 0.430